# C12H11BBrCl2F4N3O2STc

A structure of composition C12H11BBrCl2F4N3O2STc (ωB97M-V/def2-TZVPD, the Open Molecules 2025 dataset).

Its multiplicity is 4. The energy relative to the best compared isomer or geometry (same formula, charge and spin) comes out at 10.5 kcal/mol. The calculation puts the HOMO-LUMO gap (spin up / spin down) at 0.273 / 0.267 hartree. As for the expectation value of S²: 3.78. Its HOMO energy (spin up / spin down) is -8.106 / -8.336 eV.

XYZ file:
```
38
Properties=species:S:1:pos:R:3:nbo_charge:R:1
Tc -0.396 -0.001 -0.111 0.89
Br -2.516 -0.376 2.772 0.15
C -0.648 -0.282 3.049 0.18
C -0.166 -0.376 4.348 -0.26
C 1.199 -0.303 4.566 -0.13
C 2.034 -0.168 3.466 -0.20
C 1.472 -0.106 2.205 0.11
N 0.144 -0.150 1.985 -0.47
C 2.328 -0.020 0.958 0.76
O 3.540 -0.017 1.017 -0.60
O 1.633 0.020 -0.123 -0.71
H -0.865 -0.513 5.156 0.25
H 1.598 -0.357 5.567 0.23
H 3.109 -0.120 3.546 0.26
S -0.508 2.284 -0.037 -0.30
C 0.255 1.057 -2.858 0.52
N 1.571 1.360 -2.590 -0.51
C 2.112 2.533 -2.938 0.13
C 1.366 3.441 -3.639 -0.34
C 0.032 3.075 -3.910 0.16
N -0.487 1.937 -3.540 -0.44
H 2.066 0.741 -1.944 0.47
H 3.137 2.709 -2.648 0.23
H 1.771 4.394 -3.929 0.24
H -0.629 3.744 -4.443 0.21
C -0.275 -0.164 -2.377 -0.72
H 0.427 -0.991 -2.471 0.23
H -1.258 -0.391 -2.780 0.28
F -4.686 -0.603 0.148 -0.53
B -3.692 -1.047 -0.631 1.37
F -3.294 -2.317 -0.314 -0.57
F -3.846 -0.859 -1.953 -0.53
F -2.427 -0.212 -0.255 -0.52
Cl -0.382 -3.449 2.568 -0.03
C -0.931 -3.689 0.895 -0.39
Cl -0.094 -2.596 -0.193 0.07
H -1.999 -3.479 0.838 0.28
H -0.694 -4.710 0.597 0.24
```

# C12H11BN2O6S

An isolated molecule of C12H11BN2O6S (ωB97M-V/def2-TZVPD, the Open Molecules 2025 dataset).

The energy relative to the best compared isomer or geometry (same formula, charge and spin) comes out at 0.0 kcal/mol. The calculation puts the HOMO-LUMO gap at 0.293 hartree. Its HOMO energy is -8.963 eV. The SMILES is O=[N+]([O-])c1ccc(S(=O)(=O)Nc2cccc(B(O)O)c2)cc1.

XYZ file:
```
33
Properties=species:S:1:pos:R:3:nbo_charge:R:1
O 3.317 1.101 4.219 -0.35
N 2.218 0.557 4.264 0.52
O 1.854 -0.207 5.201 -0.38
C 1.248 0.841 3.160 0.03
C -0.032 0.361 3.228 -0.17
C -0.946 0.755 2.259 -0.22
C -0.514 1.517 1.204 -0.20
S -1.760 2.022 -0.015 2.23
O -0.932 2.657 -1.088 -0.91
O -2.797 2.771 0.715 -0.90
N -2.399 0.555 -0.450 -0.87
C -1.794 -0.342 -1.300 0.22
C -2.487 -1.521 -1.684 -0.25
C -1.877 -2.569 -2.307 -0.20
C -0.523 -2.462 -2.634 -0.17
C 0.169 -1.295 -2.352 -0.38
B 1.707 -1.240 -2.538 1.12
O 2.404 -0.173 -1.930 -0.90
O 2.329 -2.182 -3.313 -0.89
C -0.470 -0.241 -1.732 -0.22
C 0.804 1.941 1.066 -0.21
C 1.676 1.599 2.106 -0.18
H -0.321 -0.155 4.137 0.26
H -1.958 0.372 2.280 0.24
H -3.424 0.646 -0.526 0.43
H -3.537 -1.624 -1.442 0.21
H -2.412 -3.476 -2.519 0.22
H -0.026 -3.248 -3.168 0.22
H 3.342 -0.115 -2.189 0.48
H 3.272 -2.025 -3.494 0.49
H 0.054 0.619 -1.525 0.23
H 1.108 2.593 0.238 0.27
H 2.707 1.967 2.129 0.26
```

# C12H11Cl12N2OP

A cluster of 5 separate species, C12H11Cl12N2OP in total (ωB97M-V/def2-TZVPD, the Open Molecules 2025 dataset).

The calculation puts the HOMO-LUMO gap at 0.321 hartree. Its HOMO energy is -9.453 eV. The SMILES is O=[PH2]c1cccc2nccnc12.ClC(Cl)Cl.ClC(Cl)Cl.ClC(Cl)Cl.ClC(Cl)Cl.

XYZ file:
```
39
Properties=species:S:1:pos:R:3:nbo_charge:R:1
O 2.396 -3.658 -2.165 -1.11
P 2.403 -2.527 -3.135 1.52
C 2.455 -0.958 -2.214 -0.41
C 3.643 -0.365 -1.887 -0.16
C 3.635 0.835 -1.121 -0.21
C 2.437 1.377 -0.751 -0.16
C 1.188 0.800 -1.104 0.08
N 0.042 1.430 -0.715 -0.35
C -1.041 0.797 -1.095 -0.01
C -1.036 -0.434 -1.817 0.01
N 0.060 -1.040 -2.189 -0.39
C 1.204 -0.390 -1.840 0.20
H 1.221 -2.577 -3.893 -0.05
H 3.495 -2.573 -4.030 -0.08
H 4.584 -0.802 -2.206 0.22
H 4.562 1.333 -0.827 0.21
H 2.428 2.287 -0.160 0.23
H -2.012 1.283 -0.818 0.21
H -1.980 -0.895 -2.078 0.21
Cl 1.169 -3.834 2.280 0.01
C 0.162 -3.721 0.832 -0.28
Cl -1.422 -4.452 1.115 0.01
Cl -0.013 -2.047 0.309 0.01
H 0.654 -4.265 0.033 0.25
Cl -5.519 -0.753 1.682 0.03
C -5.276 0.130 0.178 -0.28
Cl -3.558 0.149 -0.270 0.01
Cl -6.246 -0.564 -1.123 0.02
H -5.594 1.153 0.329 0.23
Cl -7.289 1.483 3.696 0.01
C -7.009 0.660 5.233 -0.28
Cl -8.394 0.865 6.306 0.02
Cl -6.669 -1.053 4.977 0.02
H -6.145 1.109 5.705 0.23
Cl 5.352 3.138 -0.402 0.01
C 6.266 4.349 0.515 -0.28
Cl 5.846 4.275 2.224 0.03
Cl 7.999 4.125 0.284 0.02
H 5.998 5.329 0.141 0.23
```

# C12H11N

An isolated molecule of C12H11N (ωB97M-V/def2-TZVPD, the Open Molecules 2025 dataset).

The energy relative to the best compared isomer or geometry (same formula, charge and spin) comes out at 86.9 kcal/mol. The calculation puts the HOMO-LUMO gap at 0.292 hartree. Its HOMO energy is -8.409 eV. The SMILES is C=C(C)c1ccccc1C=C=C=N.

XYZ file:
```
24
Properties=species:S:1:pos:R:3:nbo_charge:R:1
C -1.626 1.990 1.212 -0.39
C -1.525 1.213 0.125 -0.02
C -1.942 1.794 -1.168 -0.63
C -0.999 -0.165 0.110 -0.03
C -1.802 -1.254 -0.113 -0.20
C -1.248 -2.563 -0.127 -0.17
C 0.101 -2.804 0.068 -0.22
C 0.950 -1.683 0.149 -0.15
C 0.411 -0.369 0.293 -0.09
C 1.365 0.720 0.406 -0.12
C 2.684 0.652 0.405 -0.21
C 3.861 0.351 0.065 0.35
N 5.038 0.421 -0.276 -0.64
H -1.963 3.026 1.239 0.20
H -1.480 1.632 2.269 0.20
H -1.056 1.978 -1.755 0.22
H -2.424 2.755 -0.986 0.22
H -2.794 1.163 -1.677 0.22
H -2.820 -1.171 -0.028 0.21
H -1.863 -3.369 -0.337 0.21
H 0.461 -3.847 -0.048 0.22
H 2.071 -1.886 0.189 0.23
H 0.962 1.703 0.519 0.22
H 5.636 -0.286 -0.534 0.37
```

Respective strongest force on any atom values: 3.01 3.54 1.93 3.24 eV Å⁻¹.